(1)
{"formula": "C3H3NO3", "method": "wB97M-V/def2-TZVPD", "elements": ["O", "C", "C", "O", "C", "N", "O", "H", "H", "H"], "coordinates": [[-2.420, -0.320, -0.172], [-1.239, -0.237, -0.059], [-0.368, 0.953, 0.098], [1.027, 0.782, -0.197], [1.518, -0.446, -0.031], [0.838, -1.572, -0.051], [-0.620, -1.457, 0.025], [-0.775, 1.682, -0.565], [-0.549, 1.204, 1.161], [2.589, -0.589, -0.209]], "lowdin_charge": [0.1571, -0.4759, -0.0454, -0.0084, -0.1901, 0.1158, 0.0061, 0.1375, 0.1620, 0.1415], "smiles": "O=C1COC=NO1", "homo_ev": -10.23, "charge": 0, "orbital_gap_ha": 0.3938, "multiplicity": 1}

=====

(2)
{"formula": "C3H3NO3", "method": "wB97M-V/def2-TZVPD", "elements": ["N", "C", "C", "C", "O", "O", "O", "H", "H", "H"], "coordinates": [[0.806, 1.320, -0.685], [-1.461, 0.091, 0.360], [-0.360, -0.657, 0.073], [0.824, 0.111, -0.028], [-0.011, 1.672, 0.522], [-0.387, -2.039, 0.113], [-2.527, 0.408, 0.673], [-0.339, -2.383, -0.788], [1.695, 1.808, -0.559], [1.761, -0.331, 0.320]], "lowdin_charge": [-0.0249, -0.0940, -0.3045, -0.0585, -0.1628, 0.0375, 0.2329, 0.1097, 0.1139, 0.1508], "homo_ev": [-8.85, -8.85], "charge": 0, "orbital_gap_ha": [0.3145, 0.3145], "multiplicity": 1}

=====

Relative energies in hartree: (1) 0.0000; (2) 0.1118

=====

(1)
{"formula": "C22H20BrN2NaO5S2Si", "method": "wB97M-V/def2-TZVPD", "elements": ["Na", "C", "Si", "C", "C", "C", "C", "C", "C", "N", "C", "S", "H", "H", "H", "H", "H", "H", "H", "H", "H", "H", "H", "H", "O", "C", "N", "S", "O", "O", "C", "C", "C", "C", "C", "C", "H", "H", "H", "H", "Br", "C", "C", "C", "C", "C", "C", "C", "O", "O", "H", "H", "H", "H"], "coordinates": [[-0.495, 0.338, 0.171], [6.057, 2.075, 1.418], [4.814, 1.477, 2.707], [4.000, 2.959, 3.517], [5.841, 0.666, 4.085], [3.693, 0.177, 1.954], [4.166, -1.131, 1.949], [3.424, -2.172, 1.404], [2.187, -1.843, 0.873], [1.707, -0.611, 0.826], [2.432, 0.417, 1.330], [1.780, 2.001, 1.148], [6.763, 2.790, 1.849], [5.542, 2.558, 0.586], [6.622, 1.231, 1.016], [4.776, 3.529, 4.043], [3.239, 2.658, 4.238], [3.509, 3.588, 2.779], [6.518, 1.409, 4.515], [6.451, -0.170, 3.737], [5.196, 0.296, 4.886], [5.132, -1.361, 2.390], [3.777, -3.194, 1.397], [1.548, -2.611, 0.446], [-2.179, 1.654, -1.936], [-1.377, 1.056, -2.645], [-0.340, 0.316, -2.207], [0.475, -0.375, -3.410], [1.828, 0.112, -3.533], [0.320, -1.813, -3.428], [-0.495, 0.318, -4.733], [-0.370, 0.179, -6.102], [-1.285, 0.859, -6.896], [-2.284, 1.646, -6.323], [-2.390, 1.769, -4.944], [-1.474, 1.092, -4.157], [0.410, -0.433, -6.535], [-1.228, 0.781, -7.976], [-2.985, 2.165, -6.967], [-3.156, 2.371, -4.473], [-8.536, -2.867, 2.095], [-6.792, -2.085, 2.143], [-6.466, -1.229, 3.182], [-5.198, -0.668, 3.207], [-4.264, -0.957, 2.218], [-4.623, -1.819, 1.190], [-5.888, -2.389, 1.141], [-2.857, -0.326, 2.264], [-2.664, 0.488, 3.178], [-2.072, -0.707, 1.363], [-7.192, -1.005, 3.953], [-4.895, 0.013, 3.992], [-3.887, -2.032, 0.425], [-6.166, -3.057, 0.337]], "lowdin_charge": [0.3311, -0.1846, 0.5025, -0.2262, -0.2017, -0.2797, -0.1306, -0.1091, -0.1599, 0.0073, -0.7987, 0.5242, 0.0157, 0.0272, 0.0208, 0.0162, 0.0290, -0.0169, 0.0162, 0.0091, 0.0270, 0.0782, 0.0780, 0.1055, 0.0317, -0.5367, -0.0788, 0.6096, -0.3216, -0.3330, -0.2143, -0.0482, -0.1010, -0.0967, -0.0149, -0.1302, 0.1130, 0.0902, 0.0903, 0.1143, 0.6395, -0.7042, -0.1459, -0.0280, -0.1166, -0.0182, -0.1391, -0.6520, -0.0187, -0.0743, 0.0868, 0.1101, 0.1163, 0.0902], "homo_ev": -1.68, "charge": -2, "orbital_gap_ha": 0.1974, "multiplicity": 1}

=====

(2)
{"formula": "C22H20BrN2NaO5S2Si", "method": "wB97M-V/def2-TZVPD", "elements": ["Na", "C", "Si", "C", "C", "C", "C", "C", "C", "N", "C", "S", "H", "H", "H", "H", "H", "H", "H", "H", "H", "H", "H", "H", "O", "C", "N", "S", "O", "O", "C", "C", "C", "C", "C", "C", "H", "H", "H", "H", "Br", "C", "C", "C", "C", "C", "C", "C", "O", "O", "H", "H", "H", "H"], "coordinates": [[0.303, 0.139, -0.001], [2.837, 5.106, -3.025], [1.100, 4.712, -3.615], [-0.152, 5.797, -2.731], [1.030, 5.263, -5.429], [0.713, 2.889, -3.569], [0.437, 2.186, -4.732], [0.143, 0.826, -4.697], [0.159, 0.208, -3.458], [0.438, 0.838, -2.324], [0.689, 2.168, -2.337], [0.956, 2.942, -0.816], [3.041, 6.179, -3.088], [3.576, 4.582, -3.638], [2.954, 4.778, -1.992], [0.116, 6.851, -2.864], [-0.167, 5.559, -1.669], [-1.156, 5.647, -3.136], [1.266, 6.329, -5.493], [0.033, 5.118, -5.854], [1.746, 4.726, -6.057], [0.441, 2.701, -5.688], [-0.094, 0.267, -5.593], [-0.077, -0.847, -3.354], [2.690, -3.086, 1.130], [2.166, -2.290, 1.894], [2.040, -0.949, 1.714], [1.406, -0.220, 2.995], [0.144, 0.407, 2.644], [2.341, 0.604, 3.725], [1.090, -1.690, 3.948], [0.511, -1.855, 5.192], [0.394, -3.152, 5.676], [0.849, -4.235, 4.926], [1.445, -4.042, 3.686], [1.563, -2.749, 3.210], [0.152, -1.004, 5.758], [-0.075, -3.329, 6.637], [0.725, -5.239, 5.315], [1.804, -4.868, 3.086], [-3.849, -5.029, 4.903], [-3.336, -4.181, 3.265], [-3.847, -4.661, 2.072], [-3.460, -4.041, 0.892], [-2.576, -2.969, 0.898], [-2.087, -2.507, 2.114], [-2.465, -3.108, 3.309], [-2.143, -2.314, -0.429], [-2.713, -2.725, -1.453], [-1.252, -1.441, -0.317], [-4.530, -5.501, 2.069], [-3.830, -4.378, -0.069], [-1.413, -1.658, 2.115], [-2.078, -2.753, 4.252]], "lowdin_charge": [0.3178, -0.1977, 0.4781, -0.1994, -0.2106, -0.2815, -0.1244, -0.1035, -0.1475, -0.0037, -0.7957, 0.5277, 0.0179, 0.0245, -0.0047, 0.0176, -0.0056, 0.0249, 0.0167, 0.0215, 0.0204, 0.0784, 0.0806, 0.1096, 0.0271, -0.5363, -0.0659, 0.6008, -0.3301, -0.3237, -0.2223, -0.0547, -0.1042, -0.0861, -0.0084, -0.1373, 0.1160, 0.0958, 0.0947, 0.1154, 0.6357, -0.6916, -0.1467, -0.0312, -0.1124, -0.0004, -0.1249, -0.6493, -0.0337, -0.0658, 0.0854, 0.1079, 0.1015, 0.0830], "homo_ev": -1.99, "charge": -2, "orbital_gap_ha": 0.2120, "multiplicity": 1}

=====

Relative energies in hartree: (1) 0.0142; (2) 0.0000

=====

(1)
{"formula": "C2H4P4", "method": "wB97M-V/def2-TZVPD", "elements": ["C", "P", "P", "C", "P", "P", "H", "H", "H", "H"], "coordinates": [[-1.133, 1.890, -0.182], [-1.326, 0.615, -1.256], [-1.614, -0.901, 0.260], [0.121, -0.903, 0.304], [1.359, -1.546, -0.631], [1.608, 0.061, 0.742], [-0.878, 2.931, -0.573], [-1.354, 1.815, 0.838], [-1.784, -2.175, -0.645], [2.023, -0.804, 1.729]], "lowdin_charge": [-0.4888, 0.5815, 0.4889, -1.4200, 0.5937, 0.5065, 0.0167, -0.0520, -0.0482, -0.1784], "smiles": "C=P#[PH]C1=PP1", "homo_ev": -8.47, "charge": 0, "orbital_gap_ha": 0.2886, "multiplicity": 1}

=====

(2)
{"formula": "C2H4P4", "method": "wB97M-V/def2-TZVPD", "elements": ["C", "P", "P", "C", "P", "P", "H", "H", "H", "H"], "coordinates": [[1.762, -1.395, -0.218], [2.273, 0.243, -0.241], [0.529, 1.358, 0.614], [-0.919, 0.435, 0.173], [-1.492, -1.119, 0.459], [-2.648, 0.537, -0.384], [2.390, -2.261, -0.368], [0.686, -1.511, -0.242], [0.778, 2.323, -0.424], [-3.358, 1.389, 0.630]], "lowdin_charge": [-0.4464, 0.5791, 0.5239, -1.3398, 0.6255, 0.4856, -0.0232, -0.1527, -0.1199, -0.1321], "smiles": "C=P#[PH]C1=PP1", "homo_ev": -8.42, "charge": 0, "orbital_gap_ha": 0.2838, "multiplicity": 1}

=====

Relative energies in hartree: (1) 0.0035; (2) 0.0000

=====

(1)
{"formula": "H3NS2", "method": "wB97M-V/def2-TZVPD", "elements": ["N", "S", "H", "S", "H", "H"], "coordinates": [[-1.431, -0.120, -0.168], [-2.955, -0.200, -0.079], [-1.015, 0.726, -0.591], [1.925, -0.504, -0.110], [2.513, -0.256, 1.013], [0.962, 0.356, -0.065]], "lowdin_charge": [-0.5635, 0.6095, -0.0338, 0.5344, -0.2515, -0.2952], "smiles": "N=S.S", "homo_ev": [-8.71, -8.71], "charge": 0, "orbital_gap_ha": [0.2723, 0.2724], "multiplicity": 1}

=====

(2)
{"formula": "H3NS2", "method": "wB97M-V/def2-TZVPD", "elements": ["N", "S", "S", "H", "H", "H"], "coordinates": [[1.194, 0.024, -0.448], [-2.518, 0.181, -0.061], [0.406, 1.458, -0.031], [0.889, -0.347, -1.322], [1.324, -0.632, 0.333], [-3.278, 0.921, 0.877]], "lowdin_charge": [-0.4263, 0.0794, 0.5636, 0.0141, 0.0452, -0.2760], "homo_ev": [-8.80, -8.80], "charge": 0, "orbital_gap_ha": [0.2243, 0.2242], "multiplicity": 1}

=====

Relative energies in hartree: (1) 0.0000; (2) 0.0170